DFT (ωB97M-V with the def2-TZVPD basis set) results for a cluster of 3 separate species, C4H10O3S in total at a distorted geometry.

Geometry as XYZ:
```
18
Properties=species:S:1:pos:R:3
O -1.9285 1.7785 1.2681
C -0.8532 1.4727 0.8889
O 0.2220 2.2565 0.8526
C -0.5703 0.1792 0.0514
C -1.0426 0.7592 -1.6529
C 0.1753 0.1057 -1.2788
S 2.1216 -0.0276 0.7062
H 0.9986 1.6177 0.9396
H 0.0456 -0.4578 0.7418
H -1.4776 -0.4381 0.1758
H -1.2563 1.7888 -1.3895
H -1.9312 0.2542 -2.0104
H 1.1215 0.6442 -1.2253
H 0.3958 -0.8821 -1.6727
H 3.1310 -0.3206 1.5317
H 0.0600 -3.6680 0.6628
H 0.6100 -2.2962 1.0677
O 0.1786 -2.7661 0.3431
```

- Total energy: -21283.6912 eV
- Strongest force on any atom: 0.0783 Eh/bohr
- HOMO level: -8.10 eV
- Orbital gap: 6.550 eV

---

DFT (ωB97M-V with the def2-TZVPD basis set) results for a cluster of 3 separate species, C4H10O4 in total at a distorted geometry.

Geometry as XYZ:
```
18
Properties=species:S:1:pos:R:3
C 1.7159 1.0456 -0.1774
C 0.7852 0.2162 -1.0325
C -0.6594 0.8316 -1.2024
O -1.5547 -0.0002 -1.9003
C 1.4371 1.4053 1.1789
O 0.4636 0.9595 1.7757
H -1.0912 1.2475 -0.2864
H 2.6515 1.4165 -0.5940
H 1.1903 0.0638 -2.0390
H 0.6428 -0.7472 -0.5007
H -0.6639 1.6550 -1.9145
H 2.0065 2.2663 1.5439
H -0.4857 -1.7363 0.9930
H 0.4187 -0.7974 1.7977
O 0.1788 -1.7242 1.7098
H -1.6308 -0.9355 -1.3897
H -2.4132 -2.4235 -0.3183
O -1.6398 -1.8466 -0.3213
```

- Total energy: -12493.8301 eV
- Strongest force on any atom: 0.0795 Eh/bohr
- HOMO level: -8.82 eV
- Orbital gap: 4.086 eV

---

DFT (ωB97M-V with the def2-TZVPD basis set) results for a cluster of 2 separate species, C4H10O5 in total at a distorted geometry.

Geometry as XYZ:
```
19
Properties=species:S:1:pos:R:3
C 1.0978 0.2565 0.4145
C -0.3819 0.0870 0.0544
C -1.6610 2.6315 1.2752
C -0.7388 -1.3749 -0.2197
O -0.6687 0.8700 -1.0960
O -1.5287 3.5226 2.1583
O -1.6696 3.2782 0.0638
O 0.2996 -1.9934 -0.9081
O -1.0399 -2.0542 0.9396
H 1.2738 0.0053 1.4957
H 1.2842 1.3508 0.3372
H 1.8213 -0.2950 -0.3061
H -1.0279 0.3771 0.9355
H -1.6033 -1.1989 -0.8550
H -0.0699 0.5781 -1.8267
H -1.4774 4.3694 1.8594
H -1.7893 2.4820 -0.6178
H -0.0225 -2.7076 -1.4647
H -0.1356 -2.2649 1.4179
```

- Total energy: -14544.9657 eV
- Strongest force on any atom: 0.0947 Eh/bohr
- HOMO level: -9.14 eV
- Orbital gap: 9.750 eV

---

DFT (ωB97M-V with the def2-TZVPD basis set) results for an isolated molecule of C4H10OS at a distorted geometry.

Geometry as XYZ:
```
16
Properties=species:S:1:pos:R:3
O 0.4157 1.3498 1.3907
C 1.7085 0.9249 0.7230
C 1.0020 0.4879 -0.5376
C -0.0115 -0.7151 -0.4309
C -1.5513 -0.4909 -0.6679
S -2.3899 -2.1097 -0.8541
H 0.6644 1.4829 2.3014
H 2.4248 0.0253 1.2286
H 2.3937 1.8665 0.6709
H 0.2549 1.3139 -0.7973
H 1.5087 0.4425 -1.4712
H 0.4240 -1.5410 -1.0811
H -0.0022 -0.8878 0.6007
H -1.6362 -0.0122 -1.6349
H -1.9395 -0.1650 0.4119
H -3.2662 -1.9721 0.1478
```

- Total energy: -17190.4570 eV
- Strongest force on any atom: 0.0727 Eh/bohr
- HOMO level: -8.88 eV
- Orbital gap: 9.702 eV

---

DFT (ωB97M-V with the def2-TZVPD basis set) results for a cluster of 2 separate species, C4H10OS in total.

Geometry as XYZ:
```
16
Properties=species:S:1:pos:R:3
C 2.2227 0.3112 -0.6973
C 2.7380 0.6200 -1.8701
O 1.9479 1.0121 -2.9172
H 2.8631 -0.0405 0.0956
H 1.1635 0.4184 -0.5171
H 3.7976 0.5522 -2.0731
H 2.4897 1.4683 -3.5713
C -2.7404 -0.6164 0.5556
C -1.6734 -0.7505 1.6204
S -0.8277 0.8698 1.8359
H -2.3235 -0.3647 -0.4153
H -3.4621 0.1407 0.8524
H -3.2686 -1.5642 0.4727
H -2.1221 -1.0395 2.5647
H -0.8891 -1.4505 1.3499
H 0.0842 0.4336 2.7142
```

- Total energy: -17191.8187 eV
- Strongest force on any atom: 0.0136 Eh/bohr
- HOMO level: -8.94 eV
- Orbital gap: 9.831 eV

---

DFT (ωB97M-V with the def2-TZVPD basis set) results for a cluster of 2 separate species, C4H10OS in total at a distorted geometry.

Geometry as XYZ:
```
16
Properties=species:S:1:pos:R:3
C 0.8213 1.9078 1.2945
O -0.1996 0.9550 1.1240
S -0.4000 0.4223 -0.3997
C -1.4100 1.8406 -1.0594
H 0.6110 2.7334 0.6051
H 1.9078 1.5833 1.3662
H 0.6190 2.3973 2.2982
H -1.8086 2.1036 -0.0746
H -0.8546 2.7115 -1.3065
H -2.0453 1.4783 -1.7942
C 1.0063 -3.2977 -0.1715
C -0.1291 -2.7284 -0.5310
H 1.8544 -3.0700 -0.6586
H 0.9750 -3.8538 0.7399
H -0.0326 -2.2433 -1.4896
H -0.9150 -2.9401 0.0570
```

- Total energy: -17189.7025 eV
- Strongest force on any atom: 0.0817 Eh/bohr
- HOMO level: -8.60 eV
- Orbital gap: 9.487 eV